(1)
{"formula": "C19H27BaClN8O6S", "method": "ωB97M-V/def2-TZVPD", "total_energy_ev": -68404.1839, "largest_force_ev_per_a": 0.3, "e_lumo_ha": 0.141, "charge": -2, "species": ["Ba", "O", "C", "C", "N", "C", "C", "O", "O", "C", "C", "O", "O", "H", "H", "H", "H", "H", "H", "H", "H", "H", "S", "C", "N", "N", "C", "N", "C", "N", "C", "O", "H", "H", "H", "Cl", "C", "C", "C", "C", "N", "C", "H", "H", "H", "H", "N", "C", "C", "N", "C", "C", "H", "H", "H", "H", "H", "H", "H", "H", "H", "H", "H"], "xyz": [[0.272532, 1.093540, -0.125324], [-1.160716, 1.347695, 2.398383], [-2.315683, 2.140835, 2.203572], [-3.366757, 1.411979, 1.361614], [-2.792330, 0.697643, 0.216629], [-3.215667, -0.699618, 0.160296], [-2.869601, -1.605122, 1.360316], [-3.434353, -2.706169, 1.368179], [-2.066465, -1.166627, 2.242900], [-3.107439, 1.348114, -1.049919], [-2.554117, 2.777685, -1.214154], [-3.166024, 3.521477, -1.995092], [-1.480054, 3.042752, -0.596714], [-1.466808, 0.396559, 2.359592], [-2.011292, 3.061192, 1.708297], [-2.773791, 2.400219, 3.170767], [-4.114017, 2.144811, 1.026450], [-3.886138, 0.691232, 1.998724], [-2.729248, -1.157698, -0.703186], [-4.304145, -0.782972, 0.006500], [-4.192171, 1.378075, -1.237340], [-2.654254, 0.754492, -1.853161], [4.383549, 0.687992, 3.605634], [3.263550, 1.409575, 2.598446], [2.481384, 1.912936, 1.902025], [5.403414, -2.497793, -0.058301], [5.106596, -1.617204, -0.763080], [4.860735, -0.660827, -1.620712], [3.826058, 0.120590, -1.443947], [2.933338, 0.863408, -1.368535], [-0.462566, -2.270179, -1.757472], [-0.145896, -1.045293, -1.229945], [-0.957296, -2.203650, -2.750858], [-1.156965, -2.856046, -1.124488], [0.424623, -2.920500, -1.916450], [-1.245033, 4.469938, -5.675697], [-0.664176, 2.985339, -4.974328], [-0.336136, 1.918607, -5.788813], [0.119522, 0.757285, -5.186055], [0.229721, 0.719711, -3.803979], [-0.088012, 1.760038, -3.034116], [-0.536541, 2.877217, -3.597362], [-0.442311, 1.999387, -6.862838], [0.384663, -0.109501, -5.776404], [0.561071, -0.163198, -3.266061], [-0.828399, 3.683425, -2.934155], [2.960863, -2.149415, 3.229464], [1.665716, -1.949065, 3.950680], [0.864480, -0.871149, 3.229409], [0.747474, -1.098951, 1.805661], [1.957738, -1.502397, 1.116057], [2.727507, -2.602431, 1.818882], [3.550781, -2.816362, 3.719099], [3.486219, -1.229407, 3.241564], [1.896765, -1.650095, 4.973080], [1.145017, -2.908381, 3.947590], [1.332909, 0.096542, 3.415795], [-0.139781, -0.841016, 3.648216], [-0.081357, -1.636844, 1.573105], [2.629140, -0.639569, 1.021620], [1.685562, -1.807479, 0.103491], [3.695363, -2.778132, 1.350033], [2.149249, -3.527198, 1.876414]], "forces_ev_per_angstrom": [[-0.1, 0.1, 0.1], [0.0, -0.2, 0.1], [-0.1, 0.0, 0.0], [0.0, 0.0, 0.0], [0.1, 0.0, 0.0], [0.0, 0.0, 0.0], [-0.2, 0.2, 0.2], [0.1, -0.1, -0.1], [0.2, 0.0, 0.0], [0.0, 0.0, 0.0], [0.0, 0.0, 0.0], [0.0, 0.0, 0.0], [0.0, 0.1, 0.0], [0.0, 0.1, 0.0], [0.0, 0.0, 0.0], [0.0, 0.0, 0.0], [0.0, 0.0, 0.0], [0.0, 0.0, 0.0], [0.0, 0.0, 0.0], [0.0, 0.0, 0.0], [0.0, 0.0, 0.0], [0.0, 0.0, 0.0], [0.0, -0.1, 0.0], [0.1, 0.2, 0.0], [-0.1, -0.1, 0.0], [0.0, 0.0, 0.0], [0.0, 0.0, 0.0], [0.0, 0.0, 0.0], [0.0, 0.0, 0.0], [0.0, 0.0, 0.0], [0.0, 0.0, 0.0], [0.0, 0.0, 0.0], [0.0, 0.0, 0.0], [0.0, 0.0, 0.0], [0.0, 0.0, 0.0], [0.0, 0.0, 0.0], [0.0, 0.0, 0.0], [0.0, 0.0, 0.0], [0.0, 0.0, 0.0], [0.0, 0.0, 0.0], [0.0, 0.0, 0.0], [0.0, 0.0, 0.0], [0.0, 0.0, 0.0], [0.0, 0.0, 0.0], [0.0, 0.0, 0.0], [0.0, 0.0, 0.0], [0.0, 0.0, 0.0], [0.0, 0.0, 0.0], [0.0, 0.0, 0.0], [0.0, 0.0, -0.1], [0.0, 0.0, 0.0], [0.0, 0.0, 0.0], [0.0, 0.0, 0.0], [0.0, 0.0, 0.0], [0.0, 0.0, 0.0], [0.0, 0.0, 0.0], [0.0, 0.0, 0.0], [0.0, 0.0, 0.0], [0.0, 0.0, 0.0], [0.0, 0.0, 0.0], [0.0, 0.0, 0.0], [0.0, 0.0, 0.0], [0.0, 0.0, 0.0]], "mulliken_charge": [1.20, -0.38, -0.52, -1.29, 0.98, -0.47, 0.27, -0.81, -0.71, -0.70, 0.48, -0.82, -0.74, 0.41, 0.30, 0.31, 0.50, 0.57, 0.11, 0.25, 0.31, 0.24, -0.60, 0.16, -0.31, -0.78, 0.68, -0.86, 0.48, -0.45, -1.34, -0.09, 0.31, 0.34, 0.28, -0.27, 0.17, -0.17, -0.86, -0.44, 0.26, -0.63, 0.41, 0.38, 0.44, 0.63, 0.36, -1.04, -0.34, 0.49, -0.18, -0.84, 0.37, -0.32, 0.33, 0.40, 0.09, 0.60, -0.13, 0.10, 0.23, 0.37, 0.29]}


(2)
{"formula": "C19H27F3N2O", "method": "ωB97M-V/def2-TZVPD", "total_energy_ev": -33322.2738, "largest_force_ev_per_a": 0.7, "e_lumo_ha": 0.027, "smiles": "OC1(c2cccc(C(F)(F)F)c2)CCN(CCN2CCCCC2)CC1", "species": ["O", "C", "C", "C", "C", "C", "C", "C", "F", "F", "F", "C", "C", "C", "N", "C", "C", "N", "C", "C", "C", "C", "C", "C", "C", "H", "H", "H", "H", "H", "H", "H", "H", "H", "H", "H", "H", "H", "H", "H", "H", "H", "H", "H", "H", "H", "H", "H", "H", "H", "H", "H"], "xyz": [[2.070488, 3.081533, 0.482480], [1.227759, 2.244983, 1.252815], [1.132853, 2.850925, 2.640812], [1.802903, 4.029283, 2.945845], [1.719402, 4.590058, 4.208107], [0.963544, 3.985041, 5.195439], [0.290888, 2.809797, 4.893311], [-0.526125, 2.102224, 5.935072], [0.074356, 0.974939, 6.370856], [-0.762293, 2.844065, 7.025563], [-1.729282, 1.717129, 5.470420], [0.372764, 2.241481, 3.630390], [1.811297, 0.820977, 1.334737], [1.735651, 0.103550, -0.010951], [0.361957, 0.037242, -0.471747], [0.207323, -0.820437, -1.632387], [-1.263460, -1.239173, -1.830068], [-1.486270, -2.392167, -2.670529], [-1.023166, -3.653014, -2.128105], [-1.659813, -4.800506, -2.909083], [-1.284105, -4.694671, -4.383183], [-1.691312, -3.321128, -4.905204], [-1.058330, -2.229451, -4.045250], [-0.155138, 1.374280, -0.690058], [-0.174247, 2.160265, 0.618652], [2.128593, 2.705027, -0.402474], [2.392384, 4.502055, 2.177574], [2.247548, 5.505795, 4.424848], [0.890916, 4.414513, 6.182384], [-0.165969, 1.326493, 3.436440], [1.249617, 0.242838, 2.066000], [2.850748, 0.883019, 1.662120], [2.107831, -0.916202, 0.114978], [2.391568, 0.605073, -0.751251], [0.594200, -0.341398, -2.549750], [0.796097, -1.722304, -1.449350], [-1.831295, -0.413634, -2.268797], [-1.683510, -1.454749, -0.844249], [-1.318391, -3.705761, -1.077708], [0.076602, -3.754257, -2.182851], [-2.743714, -4.736014, -2.805764], [-1.328020, -5.754544, -2.495811], [-1.776709, -5.480658, -4.958406], [-0.204125, -4.821819, -4.494599], [-2.776353, -3.221711, -4.853645], [-1.380631, -3.197083, -5.944119], [-1.383900, -1.246110, -4.394179], [0.041256, -2.283887, -4.145627], [-1.176874, 1.297488, -1.063131], [0.438186, 1.914481, -1.456348], [-0.852955, 1.664052, 1.309863], [-0.540744, 3.172071, 0.435919]], "forces_ev_per_angstrom": [[0.1, 0.0, -0.3], [-0.4, -0.4, 0.3], [0.1, 0.1, -0.1], [0.0, 0.0, -0.1], [0.0, 0.0, 0.1], [-0.1, -0.1, 0.0], [-0.1, 0.0, 0.1], [-0.1, -0.2, 0.2], [0.2, -0.1, -0.1], [0.1, 0.3, 0.0], [-0.1, 0.0, -0.2], [0.1, 0.2, 0.1], [0.1, 0.2, -0.3], [0.0, 0.0, 0.3], [0.1, 0.0, 0.0], [-0.3, -0.2, 0.0], [0.2, 0.1, 0.0], [0.0, 0.0, -0.1], [-0.2, -0.2, 0.1], [0.3, 0.0, 0.0], [-0.3, 0.1, 0.0], [0.3, 0.0, 0.0], [-0.3, 0.0, -0.2], [-0.2, 0.0, 0.3], [0.2, 0.1, -0.2], [0.0, 0.1, 0.0], [0.0, 0.1, 0.0], [0.1, 0.1, 0.0], [0.0, 0.0, 0.1], [-0.1, -0.1, -0.1], [0.0, -0.1, 0.0], [0.0, 0.0, 0.1], [0.0, 0.1, -0.1], [0.0, -0.1, 0.0], [0.1, -0.1, 0.1], [0.0, 0.0, -0.1], [0.0, 0.0, 0.1], [0.0, 0.1, 0.0], [0.1, 0.0, 0.0], [0.0, 0.0, 0.1], [-0.1, 0.0, 0.1], [0.0, 0.0, 0.0], [0.1, 0.0, 0.0], [0.1, 0.0, 0.0], [-0.1, 0.1, 0.0], [0.0, 0.0, 0.0], [0.1, 0.0, 0.0], [0.0, 0.1, 0.0], [0.1, 0.1, -0.1], [0.0, -0.1, 0.0], [-0.1, 0.0, 0.0], [0.0, 0.0, 0.1]], "mulliken_charge": [-0.61, 0.95, 0.22, -0.77, -0.73, -0.82, -0.41, 0.92, -0.26, -0.29, -0.27, -0.21, -0.80, -0.79, 0.26, -0.38, -1.30, 0.23, -0.57, -0.85, -0.68, -0.83, -0.63, -0.60, -0.94, 0.47, 0.54, 0.41, 0.47, 0.36, 0.35, 0.38, 0.53, 0.28, 0.20, 0.41, 0.45, 0.31, 0.41, 0.27, 0.35, 0.38, 0.30, 0.32, 0.33, 0.37, 0.46, 0.31, 0.48, 0.28, 0.34, 0.40]}


(3)
{"formula": "C19H27FN4O", "method": "ωB97M-V/def2-TZVPD", "total_energy_ev": -30866.7791, "largest_force_ev_per_a": 0.8, "e_lumo_ha": 0.021, "smiles": "OCC[C@@H]1CN(Cc2nc3ccc(F)cc3[nH]2)CCN1C1CCCC1", "species": ["O", "C", "C", "C", "C", "N", "C", "C", "N", "C", "C", "C", "C", "F", "C", "C", "N", "C", "C", "N", "C", "C", "C", "C", "C", "H", "H", "H", "H", "H", "H", "H", "H", "H", "H", "H", "H", "H", "H", "H", "H", "H", "H", "H", "H", "H", "H", "H", "H", "H", "H", "H"], "xyz": [[-4.704048, -0.741211, -1.819678], [-3.866000, -1.811622, -1.452857], [-3.175731, -1.599484, -0.104228], [-2.037139, -0.560461, -0.167812], [-0.731435, -1.239271, -0.625486], [-0.164578, -2.054782, 0.435091], [1.015963, -2.786474, 0.000491], [2.198046, -1.904073, -0.241342], [2.290233, -1.015991, -1.187344], [3.478206, -0.361405, -0.984444], [4.068650, 0.675447, -1.697807], [5.287579, 1.146692, -1.259011], [5.895063, 0.591372, -0.134000], [7.090475, 1.090025, 0.254365], [5.344608, -0.435634, 0.604501], [4.120206, -0.902014, 0.156583], [3.274947, -1.878691, 0.610512], [0.076672, -1.246443, 1.617516], [-1.268936, -0.699554, 2.101166], [-1.936510, 0.112026, 1.113653], [-1.706587, 1.539278, 1.143952], [-2.916383, 2.315741, 0.560731], [-2.366888, 3.169012, -0.582796], [-0.929674, 3.447520, -0.152351], [-0.471456, 2.099178, 0.394207], [-4.192774, 0.075397, -1.789830], [-3.116190, -1.992567, -2.237850], [-4.524110, -2.682147, -1.402006], [-3.922363, -1.254233, 0.612909], [-2.772128, -2.549156, 0.244568], [-2.287874, 0.198636, -0.915771], [-0.954220, -1.896607, -1.469632], [-0.002996, -0.490906, -0.972675], [0.758924, -3.315585, -0.920373], [1.261681, -3.521316, 0.773999], [3.583306, 1.090929, -2.565302], [5.792811, 1.948428, -1.773638], [5.848142, -0.835266, 1.469964], [3.420520, -2.472997, 1.409197], [0.514669, -1.881450, 2.392868], [0.766057, -0.408556, 1.415166], [-1.128688, -0.117428, 3.013627], [-1.916480, -1.552119, 2.331467], [-1.612936, 1.794025, 2.204386], [-3.338515, 2.961355, 1.330461], [-3.701162, 1.632668, 0.242247], [-2.364560, 2.608057, -1.519806], [-2.944610, 4.079591, -0.734960], [-0.918967, 4.198291, 0.639563], [-0.303350, 3.799683, -0.971238], [-0.206632, 1.448386, -0.437711], [0.397152, 2.185713, 1.046773]], "forces_ev_per_angstrom": [[-0.2, 0.5, -0.1], [0.3, -0.4, 0.3], [-0.1, 0.1, -0.5], [-0.3, -0.4, 0.0], [-0.1, 0.4, -0.2], [0.0, -0.1, 0.1], [-0.2, 0.0, 0.0], [0.0, 0.0, 0.0], [-0.5, -0.2, -0.3], [0.5, -0.2, 0.6], [0.0, -0.1, 0.2], [0.1, 0.1, 0.0], [-0.1, -0.2, 0.1], [-0.1, 0.0, 0.0], [0.2, 0.2, 0.0], [0.0, 0.5, -0.6], [0.0, -0.1, 0.1], [-0.3, 0.0, 0.2], [0.3, -0.1, 0.0], [0.1, 0.0, 0.3], [0.0, 0.1, 0.0], [0.1, 0.1, -0.1], [-0.1, 0.2, 0.1], [0.1, -0.1, -0.1], [0.0, 0.1, 0.1], [-0.1, 0.0, 0.0], [-0.1, -0.1, 0.0], [0.1, 0.0, 0.0], [0.0, 0.0, 0.0], [0.0, -0.1, 0.1], [0.0, 0.0, 0.0], [0.0, 0.0, -0.1], [-0.2, -0.1, 0.0], [0.1, 0.0, 0.1], [0.0, 0.0, -0.1], [-0.1, 0.1, -0.1], [0.1, 0.1, 0.0], [0.1, 0.0, 0.1], [-0.1, 0.0, -0.1], [0.0, 0.0, 0.0], [0.0, 0.0, 0.0], [-0.1, 0.0, 0.0], [0.1, -0.1, 0.1], [0.0, 0.0, -0.1], [-0.1, 0.0, 0.0], [-0.1, -0.1, 0.1], [0.0, 0.0, -0.1], [0.0, 0.0, -0.1], [0.0, 0.1, 0.0], [0.0, 0.1, 0.0], [0.0, 0.0, 0.0], [0.1, -0.1, 0.0]], "mulliken_charge": [-0.56, -0.61, -1.04, 0.65, -1.08, 0.11, -1.16, 0.43, -0.60, 0.51, -0.67, -0.53, 0.37, -0.33, -1.17, 0.58, 0.01, -0.16, -1.47, 0.23, 0.02, -1.05, -0.54, -0.90, -0.22, 0.33, 0.27, 0.40, 0.36, 0.38, 0.11, 0.35, 0.07, 0.37, 0.44, 0.46, 0.44, 0.44, 0.21, 0.52, 0.18, 0.57, 0.43, 0.51, 0.40, 0.29, 0.19, 0.45, 0.33, 0.42, -0.12, 0.36]}


(4)
{"formula": "C19H27FN6", "method": "ωB97M-V/def2-TZVPD", "total_energy_ev": -31798.2233, "largest_force_ev_per_a": 1.7, "e_lumo_ha": 0.020, "smiles": "CC[C@H](c1nnnn1C1CCCC1)N1CCN(c2ccccc2F)CC1", "species": ["C", "C", "C", "C", "N", "N", "N", "N", "C", "C", "C", "C", "C", "N", "C", "C", "N", "C", "C", "C", "C", "C", "C", "F", "C", "C", "H", "H", "H", "H", "H", "H", "H", "H", "H", "H", "H", "H", "H", "H", "H", "H", "H", "H", "H", "H", "H", "H", "H", "H", "H", "H", "H"], "xyz": [[2.033767, 4.028104, 0.198889], [0.940725, 3.023199, -0.139474], [1.333845, 1.595232, 0.280531], [2.387468, 1.057347, -0.625601], [2.941089, 1.660837, -1.653204], [3.820515, 0.809244, -2.162024], [3.836258, -0.277381, -1.512427], [2.945112, -0.175116, -0.523986], [2.706320, -1.236385, 0.418887], [3.976472, -1.523737, 1.241963], [4.593095, -2.748930, 0.573612], [3.367930, -3.585992, 0.222314], [2.379730, -2.551983, -0.320193], [0.249549, 0.621140, 0.340563], [-0.388282, 0.339292, -0.934737], [-1.576714, -0.587866, -0.714108], [-2.593741, 0.090215, 0.064441], [-3.933534, -0.111323, -0.144911], [-4.885137, 0.874503, 0.153379], [-6.236602, 0.663258, -0.036737], [-6.703441, -0.537066, -0.541746], [-5.792322, -1.535598, -0.840332], [-4.447200, -1.322556, -0.633846], [-3.610073, -2.365338, -0.898349], [-2.120298, 1.168473, 0.898832], [-0.720793, 0.822095, 1.409239], [1.720311, 5.030305, -0.081985], [2.250276, 4.021677, 1.265990], [2.940985, 3.786645, -0.347238], [0.759987, 3.045100, -1.214028], [0.019256, 3.298290, 0.379141], [1.760932, 1.636897, 1.294460], [1.875796, -0.904717, 1.044600], [4.650237, -0.667670, 1.253846], [3.695769, -1.756821, 2.269791], [5.293108, -3.270327, 1.223717], [5.109134, -2.447590, -0.338160], [3.584069, -4.364766, -0.505892], [2.967912, -4.055558, 1.122657], [1.342480, -2.848170, -0.173992], [2.550668, -2.409777, -1.387678], [-0.731717, 1.249306, -1.449460], [0.337179, -0.156938, -1.585192], [-1.236053, -1.499486, -0.205631], [-1.983973, -0.870467, -1.686842], [-4.555784, 1.830785, 0.526299], [-6.931185, 1.453943, 0.204639], [-7.757782, -0.699774, -0.696793], [-6.110671, -2.494293, -1.219138], [-2.788963, 1.276872, 1.757458], [-2.097099, 2.126884, 0.357013], [-0.378514, 1.607042, 2.086916], [-0.790085, -0.111083, 1.984503]], "forces_ev_per_angstrom": [[-0.1, 0.0, -0.1], [0.2, -0.1, 0.1], [-0.3, 0.2, 0.1], [0.5, -0.6, 0.0], [-0.7, 0.6, 0.4], [0.6, 0.2, -0.8], [0.3, -1.2, 0.3], [-0.5, 1.5, -0.5], [0.1, -0.4, 0.4], [0.1, 0.0, -0.1], [0.0, -0.1, 0.2], [0.1, 0.0, -0.1], [-0.1, -0.1, 0.0], [-0.1, 0.1, -0.1], [0.0, -0.1, -0.1], [0.3, -0.1, -0.3], [0.2, -0.1, 0.2], [-0.3, -0.1, -0.1], [0.1, -0.1, 0.0], [-0.2, 0.0, 0.0], [0.0, 0.1, 0.0], [0.2, 0.0, 0.0], [-0.1, -0.1, -0.1], [0.0, 0.2, 0.1], [0.1, 0.1, 0.1], [-0.1, -0.1, 0.2], [0.0, 0.1, 0.0], [0.0, 0.0, 0.1], [0.1, 0.1, 0.0], [-0.1, 0.0, 0.0], [-0.1, -0.1, 0.0], [0.0, 0.0, -0.1], [0.2, 0.0, -0.2], [-0.1, 0.1, 0.1], [0.0, 0.0, 0.0], [0.1, 0.0, 0.0], [0.1, 0.0, 0.0], [0.0, -0.1, 0.0], [0.0, -0.1, 0.0], [-0.1, 0.0, 0.0], [-0.1, 0.0, 0.0], [0.0, -0.1, 0.0], [-0.1, 0.0, -0.1], [0.0, 0.0, -0.2], [0.1, 0.0, 0.1], [0.1, 0.1, 0.0], [-0.1, 0.1, 0.0], [-0.1, 0.0, 0.0], [0.0, -0.1, 0.0], [0.0, 0.1, -0.1], [0.0, 0.0, 0.1], [0.0, 0.0, 0.0], [-0.1, 0.2, 0.1]], "mulliken_charge": [-1.47, -0.37, 0.07, -0.16, -0.22, -1.01, -0.31, 0.98, 0.59, -1.11, -0.60, -0.76, -0.80, 0.51, -0.93, -0.92, 0.31, 0.52, -0.47, -0.81, -0.46, -0.59, 0.50, -0.31, -0.92, -1.29, 0.40, 0.35, 0.35, 0.28, 0.31, 0.57, 0.09, 0.39, 0.34, 0.42, 0.28, 0.39, 0.31, 0.16, 0.40, 0.24, 0.49, 0.21, 0.62, 0.35, 0.38, 0.38, 0.43, 0.70, 0.39, 0.52, 0.29]}